No. 1
{
  "formula": "C15H50BF4O16",
  "method": "ωB97M-V/def2-TZVPD",
  "e_lumo_ev": 2.4,
  "total_charge": -1,
  "homo_lumo_gap_ev": 7.82,
  "homo_ha": -0.1999,
  "elements": ["B", "F", "F", "F", "F", "O", "H", "H", "O", "H", "H", "O", "H", "H", "C", "C", "O", "O", "H", "H", "H", "H", "H", "H", "C", "C", "O", "O", "H", "H", "H", "H", "H", "H", "C", "C", "O", "O", "H", "H", "H", "H", "H", "H", "C", "C", "O", "O", "H", "H", "H", "H", "H", "H", "C", "C", "O", "O", "H", "H", "H", "H", "H", "H", "C", "C", "O", "O", "H", "H", "H", "H", "H", "H", "C", "C", "C", "O", "H", "H", "H", "H", "H", "H", "H", "H"],
  "coordinates": [[-0.408, -0.025, -0.061], [-1.070, 0.526, -1.061], [0.584, 0.754, 0.541], [-1.348, -0.376, 0.903], [0.190, -1.167, -0.537], [1.521, -2.011, -2.211], [2.242, -2.124, -1.592], [1.394, -1.063, -2.261], [0.566, -0.460, 2.249], [1.210, -0.980, 1.769], [-0.132, -0.297, 1.615], [1.380, 0.009, -1.921], [1.610, 0.819, -2.376], [0.525, 0.188, -1.529], [4.395, -0.868, -1.513], [3.616, -0.041, -0.421], [2.356, -0.688, -0.195], [3.776, -0.452, -2.710], [4.346, -1.949, -1.385], [5.418, -0.492, -1.510], [3.452, 1.032, -0.512], [4.276, -0.173, 0.437], [1.626, -0.315, -0.694], [2.893, -0.819, -2.630], [0.738, -3.500, 0.898], [1.017, -4.637, -0.085], [-0.164, -5.087, -0.685], [-0.259, -3.871, 1.883], [0.469, -2.647, 0.275], [1.649, -3.392, 1.486], [1.583, -5.386, 0.469], [1.596, -4.306, -0.947], [-0.552, -5.404, 0.134], [-0.071, -3.452, 2.726], [-1.476, -1.096, -4.275], [-1.077, -0.519, -2.909], [-1.493, -1.288, -1.755], [-0.539, -2.117, -4.746], [-1.694, -0.252, -4.930], [-2.422, -1.566, -4.007], [-1.522, 0.476, -2.928], [-0.024, -0.255, -2.805], [-1.162, -0.784, -1.008], [-0.829, -2.581, -5.535], [-0.208, 3.135, -2.016], [1.222, 2.577, -2.029], [1.550, 1.875, -3.249], [-1.070, 2.227, -2.631], [-0.272, 4.134, -2.447], [-0.535, 3.279, -0.987], [1.335, 2.061, -1.075], [1.958, 3.365, -1.872], [1.335, 2.397, -4.026], [-1.169, 1.426, -2.111], [2.025, 0.857, 4.478], [0.965, 1.846, 3.900], [1.070, 2.105, 2.489], [1.368, -0.412, 4.388], [2.357, 0.973, 5.510], [2.819, 0.874, 3.731], [1.088, 2.840, 4.332], [-0.056, 1.532, 4.117], [0.780, 1.376, 1.935], [1.069, -0.574, 3.490], [-3.575, -0.133, 0.534], [-4.317, -1.273, 1.063], [-3.455, -2.224, 1.687], [-2.866, -0.277, -0.702], [-2.955, 0.134, 1.389], [-4.271, 0.695, 0.404], [-4.950, -1.681, 0.276], [-4.933, -0.895, 1.879], [-3.051, -1.691, 2.376], [-1.924, -0.279, -0.518], [-1.534, 4.037, 1.518], [-2.008, 2.616, 1.499], [-1.041, 1.634, 2.104], [-3.256, 2.542, 2.101], [-1.213, 4.172, 2.551], [-2.278, 4.760, 1.183], [-0.551, 4.032, 1.048], [-2.153, 2.254, 0.481], [-0.776, 2.007, 3.094], [-0.188, 1.736, 1.433], [-1.413, 0.612, 2.169], [-3.111, 1.964, 2.854]],
  "mulliken_charge": [-0.62, 0.59, -0.57, -1.12, 0.14, -0.70, 0.53, 0.05, -1.24, 0.33, 0.10, -0.58, 0.74, -0.98, -0.71, -0.53, -0.09, -0.68, 0.17, 0.51, 0.31, 0.38, -0.76, 1.15, 0.85, -0.72, -0.52, -0.67, -0.36, 0.41, 0.37, 0.16, 0.38, 0.35, -1.33, 1.46, -0.70, -0.52, 0.38, 0.34, 0.18, 0.09, 0.93, 0.29, -0.36, 0.08, -0.54, -0.84, 0.53, -0.31, -0.55, 0.69, 0.38, 0.45, -0.57, -0.25, -0.64, -0.76, 0.38, 0.16, 0.44, 0.26, 0.74, 0.87, 0.63, -1.05, -0.54, -0.76, -0.31, 0.39, 0.41, 0.37, 0.32, 0.78, -1.87, 0.94, -0.58, -0.66, 0.39, 0.40, 0.34, 0.07, 1.04, -0.69, 0.92, 0.50]
}

No. 2
{
  "formula": "C10H24InO2S",
  "method": "ωB97M-V/def2-TZVPD",
  "e_lumo_ev": 2.9,
  "total_charge": -1,
  "homo_lumo_gap_ev": 7.03,
  "homo_ha": -0.1513,
  "elements": ["C", "C", "C", "O", "In", "C", "C", "C", "C", "O", "C", "S", "C", "C", "H", "H", "H", "H", "H", "H", "H", "H", "H", "H", "H", "H", "H", "H", "H", "H", "H", "H", "H", "H", "H", "H", "H", "H"],
  "coordinates": [[-2.500, 0.095, 2.704], [-2.795, 0.189, 1.061], [-2.345, -1.223, 0.355], [-2.615, -1.298, -1.097], [-0.836, -1.678, -2.172], [0.027, 0.404, -2.680], [-0.365, 1.358, -1.407], [0.608, 2.658, -1.183], [2.200, 2.314, -0.997], [2.927, 2.069, -2.266], [0.770, -2.742, -0.965], [1.889, -1.422, -0.153], [1.702, -1.700, 1.726], [1.640, -0.197, 2.390], [-2.680, 1.175, 3.141], [-1.371, -0.192, 2.885], [-3.258, -0.655, 3.232], [-2.212, 1.134, 0.672], [-3.943, 0.436, 0.934], [-1.179, -1.378, 0.494], [-2.890, -2.141, 0.850], [-1.196, -2.514, -3.721], [-0.406, 0.776, -3.715], [1.173, 0.222, -2.832], [-0.382, 0.666, -0.450], [-1.454, 1.792, -1.632], [0.460, 3.508, -2.007], [0.258, 3.168, -0.163], [2.420, 1.461, -0.193], [2.698, 3.295, -0.533], [3.468, 1.225, -2.134], [1.483, -3.321, -1.719], [0.329, -3.461, -0.125], [0.753, -2.364, 1.942], [2.629, -2.293, 2.182], [2.713, 0.292, 2.214], [0.880, 0.519, 1.829], [1.401, -0.174, 3.536]],
  "mulliken_charge": [-0.82, -0.20, 0.37, -0.72, 1.01, -0.89, 0.68, -0.71, -0.06, -0.55, -0.86, -0.05, -0.39, -0.85, 0.29, 0.09, 0.29, 0.05, 0.30, -0.46, 0.19, -0.37, 0.26, 0.09, -0.77, 0.31, 0.30, 0.26, -0.06, 0.25, 0.34, 0.26, 0.20, 0.21, 0.31, 0.29, 0.09, 0.31]
}

No. 3
{
  "formula": "C4H11O3",
  "method": "ωB97M-V/def2-TZVPD",
  "e_lumo_ev": 3.2,
  "relative_energy_kcal_mol": 43.3,
  "total_charge": -1,
  "homo_lumo_gap_ev": 6.60,
  "homo_ha": -0.1246,
  "elements": ["C", "O", "C", "C", "C", "O", "H", "H", "H", "H", "H", "H", "H", "H", "H", "H", "H", "O"],
  "coordinates": [[-0.785, 2.246, -0.218], [-1.429, 2.878, -1.369], [-0.007, 1.023, -0.585], [0.437, 0.251, 0.636], [0.587, -1.301, 0.313], [-0.427, -1.949, 0.914], [-0.139, 3.067, 0.080], [-1.645, 2.112, 0.416], [-1.655, 3.754, -1.196], [0.732, 1.019, -1.435], [-0.738, 0.343, -1.148], [1.491, 0.644, 0.958], [-0.165, 0.394, 1.539], [1.581, -1.768, 0.642], [0.634, -1.393, -0.799], [1.222, -3.805, 0.135], [-0.102, -3.312, 0.781], [0.407, -4.202, 0.337]],
  "mulliken_charge": [-0.46, -0.55, -0.66, -0.34, -0.51, -0.85, 0.27, 0.30, 0.27, 0.33, 0.32, 0.19, 0.34, 0.22, 0.21, 0.25, 0.46, -0.79]
}

No. 4
{
  "formula": "C5H6F2",
  "method": "ωB97M-V/def2-TZVPD",
  "e_lumo_ev": [0.8, 0.7],
  "relative_energy_kcal_mol": 133.1,
  "homo_lumo_gap_ev": [7.95, 8.08],
  "homo_ha": [-0.2639, -0.2701],
  "elements": ["C", "C", "C", "C", "C", "F", "F", "H", "H", "H", "H", "H", "H"],
  "coordinates": [[1.278, 1.079, -0.727], [0.295, 1.669, -0.105], [0.098, 0.251, -0.440], [-0.828, -0.542, -1.247], [0.212, -0.955, 1.725], [-0.149, 2.852, 0.368], [-0.898, -1.671, 1.901], [2.241, 1.224, -1.052], [-1.478, -1.008, -0.616], [-0.240, -1.279, -1.800], [-1.596, 0.072, -2.055], [-0.023, -0.171, 2.354], [1.086, -1.520, 1.695]],
  "mulliken_charge": [-0.37, 0.18, 0.18, -0.98, -0.44, -0.24, -0.27, 0.44, 0.34, 0.29, 0.27, 0.31, 0.30]
}